The following is a quantum chemistry calculation of C8H6F6N5O4S4V as an isolated structure, from the Open Molecules 2025 dataset.

```
34
C8H6F6N5O4S4V | the Open Molecules 2025 dataset | wB97M-V/def2-TZVPD
V -0.091 -0.002 0.002
F -1.654 3.232 -2.822
C -0.729 2.337 -2.568
F 0.341 2.605 -3.284
F -1.218 1.130 -2.874
S -0.401 2.405 -0.713
O -1.414 1.465 -0.210
O -0.526 3.754 -0.317
N 1.048 1.841 -0.346
S 1.860 0.630 -0.992
O 1.242 0.172 -2.207
O 2.037 -0.409 0.008
C 3.542 1.370 -1.241
F 3.454 2.355 -2.109
F 4.388 0.461 -1.658
F 3.901 1.829 -0.047
N 0.752 1.427 2.922
C 0.043 0.290 2.964
N -0.369 -0.376 1.899
C -1.055 -1.539 2.248
C -1.181 -1.742 3.573
S -0.419 -0.465 4.451
C -1.471 -2.297 1.080
C -2.161 -3.443 0.927
S -2.301 -3.841 -0.747
C -1.412 -2.416 -1.166
N -1.059 -1.695 -0.111
N -1.097 -2.107 -2.431
H 0.996 1.839 2.038
H 1.027 1.893 3.766
H -1.659 -2.554 4.095
H -2.582 -4.087 1.681
H -1.415 -2.677 -3.193
H -0.419 -1.389 -2.620
```

The total charge is +1. Its energy is -109361.232 eV. The expectation value of S² is 3.7588. The value obtained for the highest occupied orbital energy (alpha / beta) is -11.36 / -11.46 eV. As for the orbital gap (alpha / beta): 0.317 / 0.320 Ha. The multiplicity is 4.

Results of the natural (NBO) charge analysis, in e, for atoms 1 through 6:
1 V 0.986
2 F -0.274
3 C 0.768
4 F -0.284
5 F -0.302
6 S 2.205